46
Properties=species:S:1:pos:R:3 method="wB97M-V/def2-TZVPD" gap_ev=7.52 homo_ev=-7.191 lumo_ev=0.33 multiplicity=1 e_above_lowest_kcal_mol=4.6
Ru 0.4846 2.1213 0.2573
C -3.7391 3.6675 -1.5474
N -2.6225 3.3479 -0.6886
C -2.5807 3.5161 0.6318
S -1.1964 3.0475 1.5156
N -3.6605 4.0243 1.2402
C -3.7370 4.2883 2.6662
H -3.4740 3.3999 -2.5662
H -3.9693 4.7369 -1.5310
H -4.6331 3.1026 -1.2714
H -1.7650 2.9707 -1.0716
H -4.4144 4.3595 0.6651
H -3.2157 3.5014 3.2056
H -4.7837 4.2874 2.9621
H -3.2871 5.2470 2.9280
Cl 1.8934 2.6865 -2.2447
C 0.4693 3.3541 -1.3060
H -0.3076 3.4529 -2.0686
H 0.7685 4.3659 -1.0132
F -0.6037 -0.4665 0.3831
C -0.6364 0.6743 -0.4457
F -0.2055 0.2055 -1.6747
H -1.7092 0.8694 -0.5601
N 2.3423 1.4559 1.2698
C 2.0525 0.3910 0.8801
C 3.4228 -3.7262 1.3024
C 2.0355 -3.3507 0.8001
C 1.0161 -4.3888 1.2236
O 1.6974 -2.0832 1.4338
B 1.9817 -1.1234 0.5182
O 2.3300 -1.5711 -0.7120
C 2.0091 -2.9924 -0.7208
C 0.6284 -3.1254 -1.3468
C 3.0456 -3.7124 -1.5598
H 3.4002 -3.7702 2.3909
H 4.1638 -2.9834 1.0046
H 3.7315 -4.7000 0.9215
H 1.1101 -4.5763 2.2930
H 1.1896 -5.3279 0.6947
H 0.0022 -4.0514 1.0205
H -0.1250 -2.6080 -0.7549
H 0.3483 -4.1741 -1.4534
H 0.6495 -2.6632 -2.3332
H 4.0570 -3.4934 -1.2242
H 2.9520 -3.3945 -2.5977
H 2.8844 -4.7913 -1.5165